<i>
DFT (wB97M-V/def2-TZVPD) results for a 2-piece molecular cluster, CHF2O3 overall.

Properties
Orbital gap (spin up / spin down) (Eh): 0.2754 / 0.3245
Molecular weight (g/mol): 99.0
HOMO (spin up / spin down) (eV): -17.096 / -16.275
Charge: +1

Structure (XYZ):
```
7
Properties=species:S:1:pos:R:3:nbo_charge:R:1
C 1.13 -0.23 0.05 1.27
O -0.22 1.53 -0.10 0.13
O -1.82 -0.49 -0.46 -0.46
O -0.06 0.27 -0.04 -0.10
F 2.12 0.55 0.21 -0.15
F 1.32 -1.47 0.15 -0.13
H -2.47 -0.14 0.19 0.44
```

***

<ii>
DFT (wB97M-V/def2-TZVPD) results for a 2-piece molecular cluster, CHF2O3 overall.

Properties
Orbital gap (spin up / spin down) (Eh): 0.3023 / 0.3003
Molecular weight (g/mol): 99.0
HOMO (spin up / spin down) (eV): -17.775 / -17.708
Charge: +1

Structure (XYZ):
```
7
Properties=species:S:1:pos:R:3:nbo_charge:R:1
C 2.69 1.72 -1.48 1.25
O 1.44 1.03 0.25 -0.03
O 2.65 1.04 -0.37 -0.15
O 0.56 -0.41 -1.04 -0.26
F 1.69 2.04 -2.10 -0.15
F 3.81 2.14 -1.89 -0.16
H -0.03 -0.84 -0.40 0.49
```

***

Energies relative to the most stable structure, in hartree: <i> 0.0230; <ii> 0.0000.

***

<i>
DFT (wB97M-V/def2-TZVPD) results for an isolated ion of composition C10H22N and charge +1.

Properties
Orbital gap (Eh): 0.4178
Molecular weight (g/mol): 156.3
SMILES: C=CCC(C)(C)[NH2+]C(C)(C)C
HOMO (eV): -13.853
Charge: +1

Structure (XYZ):
```
33
Properties=species:S:1:pos:R:3:nbo_charge:R:1
C -2.28 -2.28 0.23 -0.38
C -2.69 -1.03 0.28 -0.20
C -2.20 -0.05 -0.68 -0.46
C -0.92 0.84 -0.12 0.15
C -1.45 1.71 0.97 -0.66
C -0.29 1.75 -1.17 -0.65
N 0.05 -0.21 0.38 -0.56
C 1.49 -0.33 0.04 0.10
C 1.84 -1.68 0.69 -0.65
C 1.74 -0.36 -1.41 -0.65
C 2.22 0.77 0.72 -0.67
H -2.42 -2.85 1.11 0.22
H -1.60 -2.69 -0.55 0.21
H -3.20 -0.53 1.07 0.22
H -1.93 -0.35 -1.68 0.23
H -3.00 0.73 -0.75 0.24
H -2.00 1.25 1.72 0.22
H -0.77 2.47 1.48 0.24
H -2.18 2.48 0.40 0.25
H -0.80 2.74 -1.30 0.26
H -0.32 1.20 -2.19 0.23
H 0.75 2.04 -0.79 0.23
H -0.46 -1.07 0.19 0.47
H 0.00 -0.15 1.33 0.42
H 2.94 -1.84 0.87 0.26
H 1.58 -1.63 1.77 0.22
H 1.60 -2.58 0.14 0.25
H 2.66 -0.92 -1.84 0.27
H 1.78 0.54 -2.05 0.25
H 0.79 -0.79 -1.80 0.20
H 3.14 1.13 0.04 0.25
H 1.76 1.72 0.97 0.24
H 2.82 0.31 1.55 0.25
```

***

<ii>
DFT (wB97M-V/def2-TZVPD) results for a 2-piece molecular cluster, C10H22N overall.

Properties
Orbital gap (Eh): 0.3087
Molecular weight (g/mol): 156.3
HOMO (eV): -12.393
Charge: +1

Structure (XYZ):
```
33
Properties=species:S:1:pos:R:3:nbo_charge:R:1
C 0.58 1.94 1.48 0.52
C -0.10 -0.98 -0.48 -0.20
C 0.21 1.22 2.73 -0.69
C 1.84 2.68 1.65 -0.69
C 1.00 -1.34 0.54 -0.63
C -1.16 -1.23 -2.64 -0.60
C -1.60 -1.32 -0.17 -0.44
C -0.63 -3.41 -1.32 -0.61
C -0.13 2.99 -0.64 -0.45
C -0.82 -1.96 -1.33 -0.04
N -0.22 2.13 0.50 -0.43
H 0.86 1.77 3.47 0.25
H 0.51 0.25 2.89 0.29
H -0.83 1.25 3.05 0.26
H 2.52 2.24 2.37 0.27
H 1.46 3.55 2.06 0.27
H 2.30 2.89 0.73 0.25
H 1.51 -0.50 0.97 0.19
H 1.72 -1.80 -0.07 0.22
H 0.80 -2.21 1.31 0.23
H -1.91 -0.50 -2.54 0.20
H -1.42 -1.98 -3.47 0.23
H -0.30 -0.68 -3.07 0.20
H 0.05 -0.07 -0.89 0.18
H -2.35 -0.62 -0.42 0.20
H -1.75 -2.07 0.53 0.22
H -0.17 -3.60 -2.27 0.22
H -1.58 -3.85 -1.48 0.23
H -0.08 -3.78 -0.49 0.22
H -0.77 2.74 -1.48 0.25
H -0.35 3.97 -0.42 0.23
H 0.88 3.11 -0.95 0.23
H -1.16 1.76 0.45 0.44
```

***

Energies relative to the most stable structure, in hartree: <i> 0.0000; <ii> 0.0101.

***

<i>
DFT (wB97M-V/def2-TZVPD) results for one molecule with the formula CH2Cl4P2.

Properties
Orbital gap (Eh): 0.2606
Molecular weight (g/mol): 217.8
SMILES: ClP1CP1(Cl)(Cl)Cl
HOMO (eV): -9.234

Structure (XYZ):
```
9
Properties=species:S:1:pos:R:3:nbo_charge:R:1
Cl -2.03 -1.49 -2.11 -0.24
P -0.04 -1.30 -1.79 0.71
C 0.07 -0.41 -0.10 -1.10
P 0.03 -2.24 0.36 0.93
Cl 0.09 -4.58 0.95 -0.45
Cl -1.65 -2.19 1.56 -0.20
Cl 1.78 -2.04 1.43 -0.21
H 1.24 -0.12 -0.06 0.28
H -0.76 0.25 0.14 0.28
```

***

<ii>
DFT (wB97M-V/def2-TZVPD) results for one molecule with the formula CH2Cl4P2.

Properties
Orbital gap (Eh): 0.3303
Molecular weight (g/mol): 217.8
SMILES: C=P(Cl)(Cl)P(Cl)Cl
HOMO (eV): -9.136

Structure (XYZ):
```
9
Properties=species:S:1:pos:R:3:nbo_charge:R:1
C 1.70 -0.01 -0.41 -1.01
P 0.21 -0.57 0.18 0.98
Cl -0.82 -0.84 2.04 -0.33
Cl -0.32 -2.25 -0.56 -0.17
P -1.08 0.94 -0.84 0.59
Cl -1.23 2.31 0.60 -0.25
Cl -2.95 0.09 -0.54 -0.28
H 2.64 -0.59 -0.31 0.25
H 1.85 0.93 -0.15 0.21
```

***

Energies relative to the most stable structure, in hartree: <i> 0.0302; <ii> 0.0000.

***

<i>
DFT (wB97M-V/def2-TZVPD) results for a 2-piece molecular cluster, CH5N3O2 overall.

Properties
Orbital gap (Eh): 0.3757
Molecular weight (g/mol): 91.1
SMILES: N=C=N.ONO
HOMO (eV): -9.331

Structure (XYZ):
```
11
Properties=species:S:1:pos:R:3:nbo_charge:R:1
N 0.72 2.40 -0.16 -0.73
C -0.04 1.81 -0.87 0.66
N -0.77 1.00 -1.39 -0.75
H 1.60 2.82 -0.39 0.41
H -1.66 1.13 -1.81 0.41
O -0.57 -2.31 0.07 -0.58
N 0.50 -1.48 0.49 -0.10
O 0.00 -0.52 1.40 -0.59
H -0.61 -3.04 0.71 0.46
H 0.72 -0.92 -0.34 0.34
H 0.11 -0.90 2.29 0.46
```

***

<ii>
DFT (wB97M-V/def2-TZVPD) results for one molecule with the formula CH5N3O2.

Properties
Orbital gap (Eh): 0.3513
Molecular weight (g/mol): 91.1
SMILES: N=C(NO)NO
HOMO (eV): -9.072

Structure (XYZ):
```
11
Properties=species:S:1:pos:R:3:nbo_charge:R:1
N 1.80 -0.64 -0.21 -0.81
C 0.63 -0.05 -0.08 0.54
N 0.19 1.07 0.38 -0.35
O -0.70 1.62 -0.53 -0.51
N -0.42 -0.96 -0.40 -0.32
O -1.83 -0.81 -0.02 -0.59
H 2.80 -0.33 -0.04 0.39
H 1.11 1.52 0.44 0.37
H -1.44 1.42 -0.23 0.46
H -0.08 -1.84 -0.38 0.37
H -2.07 -1.01 1.08 0.45
```

***

Energies relative to the most stable structure, in hartree: <i> 0.0000; <ii> 0.0908.

***

<i>
DFT (wB97M-V/def2-TZVPD) results for one molecule with the formula C2H3F3N2.

Properties
Orbital gap (Eh): 0.4142
Molecular weight (g/mol): 112.1
SMILES: N/C=N\C(F)(F)F
HOMO (eV): -10.603

Structure (XYZ):
```
10
Properties=species:S:1:pos:R:3:nbo_charge:R:1
N 1.07 -0.70 0.88 -0.77
C 0.96 -0.23 -0.37 0.36
N 0.07 0.38 -1.02 -0.60
C -1.16 0.65 -0.53 1.07
F -1.48 1.95 -0.42 -0.32
F -2.23 0.10 -1.13 -0.33
F -1.38 0.07 0.67 -0.37
H 1.87 -1.15 1.22 0.40
H 0.35 -0.71 1.54 0.41
H 1.92 -0.35 -0.84 0.17
```

***

<ii>
DFT (wB97M-V/def2-TZVPD) results for one molecule with the formula C2H3F3N2.

Properties
Orbital gap (Eh): 0.3992
Molecular weight (g/mol): 112.1
SMILES: N/N=C/C(F)(F)F
HOMO (eV): -10.000

Structure (XYZ):
```
10
Properties=species:S:1:pos:R:3:nbo_charge:R:1
N -1.43 -2.32 0.70 -0.63
N -0.55 -1.24 0.73 -0.16
C -0.38 -0.55 -0.33 -0.09
C 0.42 0.71 -0.23 0.94
F 0.92 0.91 1.00 -0.30
F -0.40 1.76 -0.55 -0.33
F 1.37 0.70 -1.17 -0.32
H -1.19 -2.99 1.41 0.37
H -1.50 -2.77 -0.22 0.34
H -0.78 -0.70 -1.32 0.18
```

***

Energies relative to the most stable structure, in hartree: <i> 0.0000; <ii> 0.0336.

***

<i>
DFT (wB97M-V/def2-TZVPD) results for a 2-piece molecular cluster, C11H15NO overall.

Properties
Orbital gap (Eh): 0.3284
Molecular weight (g/mol): 177.2
SMILES: Cc1c[nH]c2ccccc12.CCO
HOMO (eV): -8.106

Structure (XYZ):
```
28
Properties=species:S:1:pos:R:3:nbo_charge:R:1
C 1.10 1.54 -2.62 -0.64
C 0.41 1.94 -1.35 -0.06
C -0.23 3.07 -1.04 -0.04
N -0.82 2.98 0.23 -0.55
C -0.51 1.71 0.71 0.15
C -0.74 1.18 1.98 -0.25
C 0.11 0.15 2.35 -0.21
C 1.04 -0.48 1.51 -0.23
C 1.02 -0.08 0.19 -0.20
C 0.33 1.05 -0.21 -0.12
H 1.05 2.30 -3.40 0.22
H 0.63 0.64 -3.01 0.22
H 2.18 1.49 -2.46 0.22
H -0.31 3.91 -1.71 0.21
H -1.79 3.25 0.29 0.40
H -1.32 1.67 2.75 0.22
H -0.04 -0.24 3.36 0.21
H 1.78 -1.15 1.95 0.23
H 1.80 -0.46 -0.47 0.21
C -0.03 -3.99 -1.36 -0.65
C -1.03 -3.81 -0.20 -0.07
O -0.46 -2.93 0.80 -0.73
H 0.91 -3.55 -1.06 0.23
H -0.49 -3.73 -2.32 0.21
H 0.09 -5.07 -1.51 0.20
H -1.94 -3.31 -0.50 0.16
H -1.20 -4.76 0.29 0.17
H -0.73 -2.04 0.52 0.47
```

***

<ii>
DFT (wB97M-V/def2-TZVPD) results for a 2-piece molecular cluster, C11H15NO overall.

Properties
Orbital gap (Eh): 0.3188
Molecular weight (g/mol): 177.2
SMILES: Cc1c[nH]c2ccccc12.CCO
HOMO (eV): -7.945

Structure (XYZ):
```
28
Properties=species:S:1:pos:R:3:nbo_charge:R:1
C 1.32 -3.18 1.97 -0.63
C 0.31 -2.15 1.65 -0.08
C -1.04 -2.17 1.47 -0.03
N -1.55 -0.94 0.96 -0.56
C -0.45 -0.09 0.98 0.16
C -0.35 1.24 0.67 -0.25
C 0.86 1.94 0.77 -0.22
C 1.98 1.30 1.31 -0.22
C 1.95 -0.10 1.61 -0.22
C 0.74 -0.75 1.49 -0.08
H 2.30 -2.97 2.29 0.23
H 1.52 -3.72 0.95 0.22
H 0.71 -3.81 2.78 0.22
H -1.73 -3.05 1.56 0.21
H -2.39 -0.73 0.46 0.42
H -1.32 1.68 0.54 0.20
H 0.75 3.04 0.53 0.22
H 2.86 1.74 1.46 0.20
H 2.81 -0.49 2.16 0.22
C -2.09 1.03 -4.02 -0.63
C -1.11 1.55 -2.89 -0.06
O 0.15 1.95 -3.60 -0.75
H -2.50 1.94 -4.25 0.20
H -2.86 0.38 -3.69 0.20
H -1.60 0.50 -4.91 0.22
H -1.62 2.51 -2.52 0.17
H -0.96 0.82 -2.07 0.18
H 0.95 1.38 -3.25 0.48
```

***

Energies relative to the most stable structure, in hartree: <i> 0.0000; <ii> 0.0543.